{
  "formula": "C26H28N4O3Y",
  "method": "ωB97M-V/def2-TZVPD",
  "species": ["H", "C", "H", "H", "N", "H", "C", "H", "C", "O", "H", "C", "N", "H", "N", "H", "C", "H", "H", "H", "C", "H", "C", "Y", "H", "C", "C", "O", "H", "H", "H", "C", "C", "H", "C", "N", "C", "C", "C", "H", "C", "C", "C", "C", "H", "H", "H", "H", "C", "H", "O", "H", "H", "H", "C", "H", "C", "C", "C", "C", "H", "C"],
  "coordinates": [[-1.33701, -1.19332, 3.13608], [-4.25731, -2.40290, -3.12303], [-2.51771, 3.20800, -2.21735], [3.66169, -1.53369, 3.75057], [0.32010, -1.24118, 1.84520], [-1.88129, -0.61308, -2.71429], [-0.85670, -1.89690, 2.45145], [1.49952, -1.76629, 3.42658], [-3.36113, -2.65358, -4.31806], [-1.44484, 1.38892, -0.71175], [-5.29302, -2.23232, -3.42058], [1.35544, -1.06154, -2.96620], [0.15728, -0.84654, -2.41047], [2.20646, -1.04707, -2.29542], [-2.09800, -1.13734, 0.47478], [-3.77196, -3.46702, -4.92410], [-3.27394, -0.64882, 0.31460], [-4.09269, -0.96688, -7.00529], [-5.11026, -1.89434, -5.90833], [-4.11453, -1.16983, 0.78468], [5.17935, 0.52944, 1.55631], [6.14546, 0.97176, 1.34840], [-0.93304, -0.82588, -3.19491], [-0.10606, -0.07867, -0.15036], [-4.24734, -3.27063, -2.46012], [0.39066, -1.23783, -5.12977], [-4.99077, 0.21709, -5.43263], [-1.95426, -0.00555, -6.33611], [-2.37065, -2.98890, -4.02000], [4.21693, 1.52122, -0.09561], [-5.71444, -0.05275, -0.31680], [4.10792, 0.84107, 0.73813], [-2.05737, -0.84451, -5.45633], [-4.92207, 3.37700, -2.73542], [-0.85884, -1.04066, -4.55896], [-3.21617, -1.49365, -5.19424], [-5.02105, 0.66066, -0.74822], [-3.64862, 0.51986, -0.48088], [-2.73761, 1.46750, -1.00084], [0.46595, -1.34439, -6.20434], [5.03777, -0.32597, 2.64854], [-1.86063, -2.28749, 1.36496], [2.85424, 0.29745, 0.99165], [2.69358, -0.58483, 2.08556], [-5.24837, 0.12362, -4.37547], [-6.54384, 1.76585, -1.77102], [-5.89761, 0.47647, -5.97971], [5.87936, -0.55350, 3.28613], [-4.39452, -1.07280, -5.96394], [-0.56320, -2.77808, 3.02722], [1.80772, 0.59766, 0.22644], [2.50151, -1.42706, -4.72991], [-4.28357, 1.03896, -5.54187], [-3.93830, -1.52474, -2.56268], [-5.48879, 1.66972, -1.55922], [-2.78914, -2.64032, 1.82236], [1.44294, -1.23354, 2.47220], [-3.21935, 2.48615, -1.82240], [-4.57025, 2.57551, -2.09776], [3.79799, -0.87041, 2.90395], [-1.45296, -3.11036, 0.77190], [1.51328, -1.27065, -4.32289]],
  "atomic_forces_ev_per_a": [[0.0, 0.0, 0.0], [-0.1, 0.0, 0.2], [0.0, 0.0, 0.0], [0.0, 0.0, 0.0], [-0.3, 0.0, 0.0], [0.0, 0.0, 0.0], [0.2, 0.1, 0.0], [0.0, 0.0, 0.0], [0.1, 0.0, -0.4], [-0.8, 0.4, -0.2], [0.0, 0.0, -0.1], [0.0, -0.1, 0.0], [-0.1, 0.0, 0.0], [0.0, 0.0, 0.0], [0.1, -0.1, 0.4], [0.0, 0.0, 0.0], [-0.2, 0.2, -0.2], [0.0, 0.1, 0.0], [0.0, 0.0, 0.0], [0.0, 0.1, 0.0], [0.0, 0.1, -0.1], [0.0, 0.0, 0.0], [0.3, -0.2, -0.1], [0.3, 0.3, -0.8], [0.0, 0.0, 0.0], [0.0, -0.1, -0.1], [-0.1, 0.1, 0.1], [0.1, -0.1, -0.1], [0.1, 0.1, 0.1], [0.0, 0.0, 0.0], [0.0, 0.0, 0.0], [0.3, 0.1, 0.1], [-0.2, 0.3, 0.1], [0.0, 0.0, 0.0], [-0.2, 0.0, 0.0], [0.1, 0.0, 0.1], [-0.1, 0.1, -0.1], [-0.1, -0.6, 0.3], [0.6, -0.2, 0.3], [0.0, 0.0, 0.0], [-0.2, -0.1, 0.0], [-0.2, 0.1, -0.1], [-0.8, -0.1, -0.2], [-0.3, -0.4, 0.4], [0.0, 0.0, 0.0], [0.0, 0.0, 0.0], [0.0, 0.0, 0.0], [0.0, 0.0, 0.0], [0.1, -0.2, 0.0], [0.0, 0.0, 0.0], [1.0, 0.0, 0.3], [0.0, 0.0, 0.0], [0.0, 0.0, 0.0], [0.1, 0.0, 0.1], [0.1, 0.0, 0.1], [0.0, 0.0, 0.0], [0.3, 0.2, 0.0], [-0.3, 0.1, 0.0], [0.0, 0.1, 0.0], [0.2, 0.1, 0.0], [0.0, 0.0, -0.1], [0.0, 0.0, 0.0]],
  "mulliken_charge": [0.293, -0.657, 0.479, 0.333, -0.195, 0.098, -0.716, 0.311, -0.944, -0.953, 0.362, -0.105, -0.145, 0.406, -0.008, 0.399, -0.293, 0.422, 0.421, 0.309, -0.296, 0.393, 0.197, 1.958, 0.422, -0.497, -0.918, -0.619, 0.461, 0.453, 0.378, -0.596, 0.582, 0.442, -0.014, 0.204, -0.656, 0.538, 0.670, 0.534, -0.813, -0.929, 0.512, 0.548, 0.123, 0.445, 0.428, 0.415, -0.871, 0.470, -0.664, 0.431, 0.316, -0.028, -0.936, 0.443, -0.043, -0.530, -0.393, -0.813, 0.310, -0.878],
  "lumo_ev": -3.16,
  "e_homo_ha": -0.4067,
  "total_charge": 1
}